C11H13INOP | the ωB97M-V functional and the def2-TZVPD basis

Each line ends with the Mulliken charge.
CARTESIAN COORDINATES (ANGSTROEM)
C  -0.7878  4.2313  -2.3444  -0.32
C  -1.7521  4.0658  -1.4630  -0.12
C  0.4719  3.6403  -2.1274  -0.61
C  -1.5649  3.3250  -0.2900  -0.58
C  0.5950  2.6720  -1.1099  -0.18
C  -0.4087  2.6738  -0.2210  0.05
C  0.5333  -5.0977  0.3995  -0.87
C  0.4751  -3.8279  -0.0373  -0.40
C  -0.6897  -1.5293  -0.4049  -0.80
C  -0.2085  -2.6861  0.5075  0.08
C  0.3893  -1.3710  0.6403  0.11
N  1.6428  -0.8813  2.9456  -0.55
O  -1.0055  -0.8355  3.0757  -0.62
P  0.1426  -0.4597  2.2129  0.53
I  3.3885  -0.5103  2.2067  0.12
H  -0.7802  4.9068  -3.2439  0.28
H  -2.7716  4.5037  -1.5094  0.28
H  1.1991  3.6329  -2.9000  0.34
H  -2.3596  3.3620  0.4004  0.44
H  1.3930  1.9769  -0.9145  0.43
H  1.2116  -5.7393  -0.0657  0.29
H  -0.1800  -5.3656  1.1214  0.29
H  1.1670  -3.5719  -0.7635  0.29
H  -0.6775  -1.3118  -1.4991  0.27
H  -1.6670  -1.0466  -0.1205  0.23
H  -1.0005  -2.9113  1.1484  0.50
H  1.4090  -1.1525  0.3730  0.16
H  1.8352  -0.6927  3.9833  0.36

Output
- E (eV) = -32538.62702
- 2S+1 = 1
- strongest force on any atom (eV/A) = 5.0
- HOMO level (alpha / beta) (eV) = -8.752 / -8.025
- Kohn-Sham gap (alpha / beta) (eV) = 7.6 / 7.9

---

C10H12BCl2N7OPtS | the ωB97M-V functional and the def2-TZVPD basis

Each line ends with the Mulliken charge.
CARTESIAN COORDINATES (ANGSTROEM)
Pt  -0.0748  0.1743  0.2447  0.75
C  0.1219  -2.8387  -3.0303  -0.97
C  0.1329  -1.5076  -2.6048  -0.20
N  0.0225  -1.4535  -1.2856  -0.65
N  -0.0624  -2.7202  -0.8299  0.45
C  -0.0030  -3.5699  -1.8677  -0.16
B  -0.1876  -3.0174  0.6815  0.04
N  1.0351  -2.3618  1.3593  0.40
C  2.0279  -2.8790  2.0925  -0.15
C  2.8804  -1.8570  2.4649  -1.01
C  2.3230  -0.7117  1.9028  -0.07
N  1.2131  -1.0382  1.2447  -0.40
N  -1.4655  -2.3913  1.2729  0.29
C  -2.5092  -2.9952  1.8671  -0.16
C  -3.4334  -2.0320  2.2126  -1.00
C  -2.8609  -0.8301  1.7835  -0.11
N  -1.6820  -1.0653  1.2299  -0.51
H  0.1970  -3.2133  -4.0347  0.40
H  0.2151  -0.5970  -3.1738  0.50
H  -0.0548  -4.6320  -1.7011  0.44
H  -0.1990  -4.1962  0.8716  -0.12
H  2.0552  -3.9351  2.2960  0.45
H  3.7744  -1.9312  3.0559  0.39
H  2.6461  0.3146  1.9369  0.50
H  -2.5188  -4.0643  1.9920  0.45
H  -4.3803  -2.1767  2.7000  0.39
H  -3.2322  0.1787  1.8516  0.46
O  -2.4156  3.8964  -0.2071  -0.50
S  -2.2774  2.5083  -0.6282  0.38
N  -1.0521  1.8005  -0.1480  -0.29
Cl  4.3341  1.9230  -3.5338  -0.16
C  3.7874  2.3279  -1.9030  -0.38
Cl  2.6575  1.1222  -1.2588  -0.05
H  3.2743  3.2816  -1.9404  0.29
H  4.6539  2.3668  -1.2535  0.28

Output
- E (eV) = -62845.85017
- 2S+1 = 1
- strongest force on any atom (eV/A) = 0.5
- HOMO level (alpha / beta) (eV) = -8.128 / -8.306
- Kohn-Sham gap (alpha / beta) (eV) = 7.4 / 7.6

---

C18H40GeN6O11PbS | the ωB97M-V functional and the def2-TZVPD basis

Each line ends with the Löwdin spin population.
CARTESIAN COORDINATES (ANGSTROEM)
Pb  0.1110  1.6227  0.0083  0.05
C  -3.2945  -1.3635  0.8833  0.00
C  -2.5277  -2.0440  -0.2381  0.00
C  -2.7619  -3.5558  -0.1901  0.00
C  -2.9745  -1.4841  -1.5890  0.00
O  -1.1458  -1.7664  -0.0353  0.00
Ge  0.1864  -2.3571  -1.1079  0.00
O  0.5586  -0.6927  -1.8427  0.01
C  0.9213  -0.4925  -3.2019  0.00
C  0.3343  -1.5521  -4.1433  0.00
C  0.3861  0.8764  -3.6133  0.00
C  2.4466  -0.5250  -3.3173  0.00
O  1.3353  -1.9407  0.6287  0.01
C  2.4124  -2.6808  1.2616  0.00
C  3.4980  -1.7110  1.7009  0.01
C  2.9513  -3.6437  0.2161  0.00
C  1.8254  -3.4264  2.4513  0.00
H  -4.3675  -1.5313  0.7598  0.00
H  -3.0941  -0.2938  0.8956  0.00
H  -2.9902  -1.7618  1.8523  0.00
H  -3.8254  -3.7856  -0.2829  0.00
H  -2.4010  -3.9497  0.7616  0.00
H  -2.2268  -4.0632  -0.9967  0.00
H  -4.0564  -1.5657  -1.7091  0.00
H  -2.4985  -2.0286  -2.4092  0.00
H  -2.6863  -0.4336  -1.6582  0.00
H  -0.7452  -1.6232  -4.0023  0.00
H  0.7724  -2.5348  -3.9626  0.00
H  0.5253  -1.2769  -5.1821  0.00
H  -0.7020  0.8944  -3.5314  0.00
H  0.6657  1.1032  -4.6450  0.00
H  0.7782  1.6598  -2.9636  0.00
H  2.8258  -1.4728  -2.9290  0.00
H  2.8922  0.2832  -2.7371  0.00
H  2.7646  -0.4246  -4.3579  0.00
H  3.9388  -1.2138  0.8358  0.00
H  4.2790  -2.2594  2.2308  0.00
H  3.0940  -0.9420  2.3568  0.01
H  3.2125  -3.1025  -0.6949  0.00
H  2.2149  -4.4054  -0.0408  0.00
H  3.8474  -4.1309  0.6006  0.00
H  1.4879  -2.7200  3.2107  0.00
H  2.5765  -4.0839  2.8922  0.00
H  0.9726  -4.0280  2.1336  0.00
C  -0.4840  1.2946  4.4713  0.00
C  -0.7614  0.1943  3.4564  0.03
C  -1.0618  -1.1232  4.1462  0.00
O  0.4191  -0.1191  2.6330  0.10
C  -1.9786  0.6523  2.6036  0.00
O  -3.0765  0.5834  3.1541  0.00
O  -1.7590  1.0831  1.4303  0.02
H  0.4136  1.0708  5.0495  0.00
H  -1.3459  1.3450  5.1372  0.00
H  -0.3539  2.2645  3.9942  0.00
H  -0.3011  -1.3393  4.9001  0.00
H  -1.0749  -1.9332  3.4136  0.00
H  -2.0413  -1.0622  4.6140  0.00
H  0.9139  -1.3231  1.2665  0.00
N  -2.6512  5.8349  -4.2905  0.00
N  -2.5294  5.0002  -3.1840  0.00
N  -3.5459  4.7041  -2.4145  0.00
C  -2.9706  3.8619  -1.5577  0.00
N  -1.6733  3.6687  -1.8313  0.00
N  -1.4054  4.4143  -2.8801  0.00
H  -3.0712  6.6999  -3.9649  0.00
H  -1.7028  6.0114  -4.6048  0.00
H  -3.4827  3.3914  -0.7368  0.00
O  2.7999  4.5809  0.9828  0.00
S  1.8517  4.0178  1.9196  0.00
O  2.5958  2.5429  2.1305  0.00
O  0.5582  3.6737  1.3143  0.01
O  1.7438  4.6457  3.2011  0.00
N  2.6338  2.2508  -0.8285  0.00
H  2.8092  2.4309  -1.8097  0.00
H  3.2556  1.5149  -0.5151  0.00
H  2.8781  3.0988  -0.3089  0.00
O  1.7590  1.6649  2.8731  0.16
C  1.1225  0.8311  1.9370  0.56

Output
- E (eV) = -123375.91926
- charge = -1
- 2S+1 = 2
- strongest force on any atom (eV/A) = 0.5
- HOMO level (alpha / beta) (eV) = -3.273 / -5.277
- Kohn-Sham gap (alpha / beta) (eV) = 5.7 / 7.7